Entry from the OMol25 dataset: 2 unconnected molecules or ions with the total composition C4H12OS2 at a distorted geometry (ωB97M-V/def2-TZVPD).

## Properties
E ... -28060.62359 eV
Lowest unoccupied orbital energy ... 0.7 eV
Energy above the lowest of the compared OMol25 structures with the same formula, charge and spin ... 23.4 kJ/mol
Structure (SMILES) ... CCCSSC.O
Kohn-Sham gap ... 9.05 eV
Multiplicity ... 1
Highest occupied orbital energy ... -0.307 Eh
M ... 140.273 g mol⁻¹

Geometry as XYZ:
```
19
C4H12OS2 | the OMol25 dataset | ωB97M-V/def2-TZVPD
S -0.605 -0.311 1.727
S -0.296 -1.051 -0.161
O -1.395 2.985 0.148
C 1.185 -0.127 -0.658
C 0.762 -1.060 2.615
C 0.966 0.580 -2.009
C 0.607 -0.349 -3.133
H 0.295 0.197 -4.018
H -2.006 3.663 -0.160
H 1.414 -1.019 -3.418
H 0.813 -2.131 2.487
H 0.608 -0.879 3.682
H -0.217 -1.014 -2.875
H 1.696 -0.591 2.354
H -0.523 3.401 0.062
H 1.883 1.140 -2.213
H 0.188 1.321 -1.819
H 2.105 -0.694 -0.659
H 1.247 0.654 0.095
```

***

Entry from the OMol25 dataset: a single C4H12OSi molecule at a distorted geometry (ωB97M-V/def2-TZVPD).

## Properties
E ... -14266.90671 eV
Lowest unoccupied orbital energy ... 1.0 eV
Energy above the lowest of the compared OMol25 structures with the same formula, charge and spin ... 273.1 kJ/mol
Structure (SMILES) ... CC[Si@H](C)OC
Kohn-Sham gap ... 10.10 eV
Multiplicity ... 1
Highest occupied orbital energy ... -0.335 Eh
M ... 104.225 g mol⁻¹

Geometry as XYZ:
```
18
C4H12OSi | the OMol25 dataset | ωB97M-V/def2-TZVPD
Si 0.222 0.627 -0.944
O 1.480 0.701 0.078
C -1.601 0.065 0.077
C -1.455 -1.309 0.773
C 1.571 1.487 1.201
C 0.828 -0.928 -1.852
H 1.045 2.418 1.163
H -0.097 1.970 -1.346
H 1.070 0.949 2.055
H -0.149 -1.411 -1.942
H -2.544 0.046 -0.550
H -2.477 -1.555 1.145
H -0.945 -1.243 1.716
H 2.569 1.634 1.395
H 1.552 -1.321 -1.044
H -0.920 -1.947 -0.023
H 1.395 -0.900 -2.821
H -1.545 0.715 0.919
```

***

Entry from the OMol25 dataset: 2 unconnected molecules or ions with the total composition C4H12P2 at a distorted geometry (ωB97M-V/def2-TZVPD).

## Properties
E ... -22917.71382 eV
Lowest unoccupied orbital energy ... 1.0 eV
Energy above the lowest of the compared OMol25 structures with the same formula, charge and spin ... 193.4 kJ/mol
Structure (SMILES) ... CP(C)#[PH2].C=C
Kohn-Sham gap ... 9.82 eV
Multiplicity ... 1
Highest occupied orbital energy ... -0.325 Eh
M ... 122.088 g mol⁻¹

Geometry as XYZ:
```
18
C4H12P2 | the OMol25 dataset | ωB97M-V/def2-TZVPD
P -0.562 -0.727 -0.344
P 0.306 0.764 -1.701
C 2.526 -0.559 0.860
C -2.108 -1.225 -1.455
C -1.480 0.430 0.847
C 2.882 0.565 1.437
H 3.943 0.688 1.600
H 3.145 -1.337 0.664
H 1.444 -0.849 0.823
H -2.759 -0.416 -1.765
H 0.498 1.515 -0.449
H -0.711 0.795 1.464
H -1.643 -1.513 -2.404
H -0.812 1.391 -2.039
H -2.637 -2.023 -0.817
H -1.895 1.225 0.254
H -2.270 -0.057 1.336
H 2.133 1.334 1.689
```

***

Entry from the OMol25 dataset: 2 unconnected molecules or ions with the total composition C4H12S at a distorted geometry (ωB97M-V/def2-TZVPD).

## Properties
E ... -15177.24333 eV
Lowest unoccupied orbital energy ... 1.0 eV
Energy above the lowest of the compared OMol25 structures with the same formula, charge and spin ... 44.6 kJ/mol
Structure (SMILES) ... CCS.CC
Kohn-Sham gap ... 9.97 eV
Multiplicity ... 1
Highest occupied orbital energy ... -0.330 Eh
M ... 92.207 g mol⁻¹

Geometry as XYZ:
```
17
C4H12S | the OMol25 dataset | ωB97M-V/def2-TZVPD
S 0.730 0.064 -1.172
C 0.502 -2.216 1.930
C 0.074 1.761 -1.107
C -0.412 -1.413 2.866
C -1.355 1.890 -1.593
H 0.176 2.201 -0.117
H -1.433 -1.659 2.557
H -0.159 -0.373 2.702
H 0.542 -3.306 1.948
H -1.492 2.470 -2.500
H 0.256 -1.988 0.890
H 0.757 2.315 -1.749
H -1.978 2.325 -0.803
H -0.421 -0.671 -1.127
H 1.543 -1.900 2.054
H -1.892 0.953 -1.753
H -0.403 -1.733 3.902
```

***

Entry from the OMol25 dataset: 2 unconnected molecules or ions with the total composition C4H12S at a distorted geometry (ωB97M-V/def2-TZVPD).

## Properties
E ... -15176.91303 eV
Lowest unoccupied orbital energy ... 0.9 eV
Energy above the lowest of the compared OMol25 structures with the same formula, charge and spin ... 76.5 kJ/mol
Structure (SMILES) ... CSC.CC
Kohn-Sham gap ... 9.23 eV
Multiplicity ... 1
Highest occupied orbital energy ... -0.305 Eh
M ... 92.207 g mol⁻¹

Geometry as XYZ:
```
17
C4H12S | the OMol25 dataset | ωB97M-V/def2-TZVPD
S 1.082 2.715 1.861
C 1.682 1.198 1.198
C -1.076 -2.695 -0.494
C -0.453 -2.125 -1.820
C -0.402 3.144 0.952
H -1.249 -1.567 -2.315
H -0.696 2.282 0.369
H 1.766 0.324 1.846
H 0.493 -1.603 -1.759
H 1.274 1.054 0.199
H -1.308 -1.823 0.140
H -0.340 -3.358 -0.057
H -0.334 4.004 0.292
H -2.001 -3.212 -0.729
H -1.094 3.319 1.789
H 2.777 1.270 1.035
H -0.121 -2.927 -2.507
```

***

Entry from the OMol25 dataset: 2 unconnected molecules or ions with the total composition C4H12S at a distorted geometry (ωB97M-V/def2-TZVPD).

## Properties
E ... -15177.36840 eV
Lowest unoccupied orbital energy ... 1.0 eV
Energy above the lowest of the compared OMol25 structures with the same formula, charge and spin ... 32.6 kJ/mol
Structure (SMILES) ... CSC.CC
Kohn-Sham gap ... 9.45 eV
Multiplicity ... 1
Highest occupied orbital energy ... -0.311 Eh
M ... 92.207 g mol⁻¹

Geometry as XYZ:
```
17
C4H12S | the OMol25 dataset | ωB97M-V/def2-TZVPD
S 2.759 -0.620 -1.436
C 2.021 -0.912 -3.063
C -2.311 2.037 2.090
C -1.651 0.684 1.822
C 1.527 -1.413 -0.398
H -2.212 2.621 1.176
H -2.083 -0.115 2.419
H -1.906 2.586 2.935
H 1.052 -1.354 -2.862
H 2.596 -1.684 -3.582
H 2.013 -1.605 0.557
H 2.025 -0.018 -3.679
H 1.169 -2.369 -0.775
H -3.376 1.868 2.260
H -0.560 0.733 1.915
H -1.736 0.333 0.788
H 0.672 -0.773 -0.168
```

***

Entry from the OMol25 dataset: 2 unconnected molecules or ions with the total composition C4H12S at a distorted geometry (ωB97M-V/def2-TZVPD).

## Properties
E ... -15177.36043 eV
Lowest unoccupied orbital energy ... 1.0 eV
Energy above the lowest of the compared OMol25 structures with the same formula, charge and spin ... 33.3 kJ/mol
Structure (SMILES) ... CSC.CC
Kohn-Sham gap ... 9.49 eV
Multiplicity ... 1
Highest occupied orbital energy ... -0.310 Eh
M ... 92.207 g mol⁻¹

Geometry as XYZ:
```
17
C4H12S | the OMol25 dataset | ωB97M-V/def2-TZVPD
S -2.014 0.334 -1.818
C -2.077 -1.069 -2.947
C 2.207 0.200 2.112
C 1.827 1.528 1.468
C -1.530 -0.453 -0.251
H -0.464 -0.245 -0.122
H 3.283 0.203 2.283
H -1.633 -1.529 -0.331
H -1.086 -1.314 -3.316
H 1.016 1.417 0.758
H 1.477 2.301 2.151
H 1.867 -0.706 1.614
H 2.694 2.006 1.006
H -2.703 -0.783 -3.792
H 1.791 0.128 3.121
H -2.146 -0.060 0.555
H -2.509 -1.958 -2.490
```

***

Entry from the OMol25 dataset: 2 unconnected molecules or ions with the total composition C4H12S2 at a distorted geometry (ωB97M-V/def2-TZVPD).

## Properties
E ... -26012.09164 eV
Lowest unoccupied orbital energy ... 0.8 eV
Energy above the lowest of the compared OMol25 structures with the same formula, charge and spin ... 99.0 kJ/mol
Structure (SMILES) ... CSC.CSC
Kohn-Sham gap ... 9.07 eV
Multiplicity ... 1
Highest occupied orbital energy ... -0.303 Eh
M ... 124.274 g mol⁻¹

Geometry as XYZ:
```
18
C4H12S2 | the OMol25 dataset | ωB97M-V/def2-TZVPD
S 2.176 -0.216 -0.304
S -2.532 -0.620 -0.375
C -2.500 0.923 0.636
C 1.583 1.459 -0.799
C 2.228 0.102 1.526
C -0.761 -1.120 -0.278
H 2.342 2.152 -0.425
H -0.819 -2.195 -0.094
H 1.529 1.522 -1.879
H 3.193 0.495 1.828
H -3.468 1.148 1.034
H 1.487 0.815 1.915
H -1.846 0.722 1.503
H -0.401 -0.812 -1.244
H 0.673 1.771 -0.252
H -1.909 1.661 0.073
H -0.188 -0.683 0.527
H 2.078 -0.873 1.996
```

***

Entry from the OMol25 dataset: 2 unconnected molecules or ions with the total composition C4H12S2 at a distorted geometry (ωB97M-V/def2-TZVPD).

## Properties
E ... -26011.77187 eV
Lowest unoccupied orbital energy ... 0.8 eV
Energy above the lowest of the compared OMol25 structures with the same formula, charge and spin ... 129.9 kJ/mol
Structure (SMILES) ... CCS.CCS
Kohn-Sham gap ... 9.63 eV
Multiplicity ... 1
Highest occupied orbital energy ... -0.324 Eh
M ... 124.274 g mol⁻¹

Geometry as XYZ:
```
18
C4H12S2 | the OMol25 dataset | ωB97M-V/def2-TZVPD
S -1.357 0.277 1.397
S 1.042 1.826 -1.272
C -2.406 -2.355 0.916
C -1.453 -1.261 0.433
C 2.002 0.504 -0.373
C 2.389 -0.696 -1.220
H 1.573 -1.495 -1.531
H -3.445 -2.051 0.791
H -1.738 -1.077 -0.589
H -2.169 -2.536 1.992
H 1.299 0.022 0.315
H 3.084 -1.421 -0.649
H 2.859 1.024 0.071
H -2.365 -3.319 0.345
H -0.687 0.131 2.627
H 3.029 -0.439 -2.087
H -0.444 -1.635 0.638
H 1.272 1.341 -2.514
```

***

Entry from the OMol25 dataset: 2 unconnected molecules or ions with the total composition C4H12S2 at a distorted geometry (ωB97M-V/def2-TZVPD).

## Properties
E ... -26011.70643 eV
Lowest unoccupied orbital energy ... 0.7 eV
Energy above the lowest of the compared OMol25 structures with the same formula, charge and spin ... 136.2 kJ/mol
Structure (SMILES) ... CCS.CCS
Kohn-Sham gap ... 9.61 eV
Multiplicity ... 1
Highest occupied orbital energy ... -0.327 Eh
M ... 124.274 g mol⁻¹

Geometry as XYZ:
```
18
C4H12S2 | the OMol25 dataset | ωB97M-V/def2-TZVPD
S -2.441 -1.188 1.036
S 1.824 1.619 -0.382
C -1.684 0.916 -0.589
C 2.141 0.054 0.368
C 2.589 -1.242 -0.524
C -2.189 -0.566 -0.579
H -1.160 -1.371 1.468
H -0.721 0.799 -0.089
H -2.195 1.661 0.008
H -1.437 -1.240 -1.084
H 1.209 -0.268 1.037
H 2.288 -2.109 0.184
H 3.637 -1.204 -0.776
H 2.971 0.303 0.962
H 2.816 2.311 0.104
H -1.692 1.283 -1.624
H -3.081 -0.706 -1.126
H 2.102 -1.323 -1.589
```

***

Entry from the OMol25 dataset: 2 unconnected molecules or ions with the total composition C4H12S2 at a distorted geometry (ωB97M-V/def2-TZVPD).

## Properties
E ... -26002.73923 eV
Lowest unoccupied orbital energy (alpha / beta) ... -3.5 / -8.2 eV
Energy above the lowest of the compared OMol25 structures with the same formula, charge and spin ... 153.2 kJ/mol
Kohn-Sham gap (alpha / beta) ... 8.79 / 3.64 eV
Multiplicity ... 2
Highest occupied orbital energy (alpha / beta) ... -0.452 / -0.434 Eh
M ... 124.274 g mol⁻¹
Total charge ... +1

Geometry as XYZ:
```
18
C4H12S2 | the OMol25 dataset | ωB97M-V/def2-TZVPD
S -2.277 0.104 -0.248
S 2.119 0.202 -0.994
C -2.807 -1.543 -1.095
C 3.767 0.555 1.195
C 2.309 0.482 0.709
C -2.848 -0.040 1.438
H 1.902 -0.393 1.340
H 4.249 -0.418 1.457
H 1.467 1.416 -1.245
H -3.866 -1.405 -1.035
H 3.726 1.112 2.175
H -2.791 -1.553 -2.207
H 1.877 1.469 0.844
H -3.448 -0.874 1.673
H -1.852 -0.463 1.722
H -2.445 -2.377 -0.596
H -3.184 0.952 1.901
H 4.364 0.910 0.366
```

***

Entry from the OMol25 dataset: 2 unconnected molecules or ions with the total composition C4H13ClN2Si at a distorted geometry (ωB97M-V/def2-TZVPD).

## Properties
E ... -27738.81561 eV
Lowest unoccupied orbital energy ... 0.4 eV
Energy above the lowest of the compared OMol25 structures with the same formula, charge and spin ... 209.7 kJ/mol
Structure (SMILES) ... [H]/N=[Si](/N)C(C)(C)C.Cl
Kohn-Sham gap ... 9.42 eV
Multiplicity ... 1
Highest occupied orbital energy ... -0.330 Eh
M ... 152.701 g mol⁻¹

Geometry as XYZ:
```
21
C4H13ClN2Si | the OMol25 dataset | ωB97M-V/def2-TZVPD
Cl 1.766 5.484 -0.355
Si 0.663 0.356 0.586
N 1.133 -0.320 2.123
N 1.750 1.488 0.248
C -2.073 -0.882 0.399
C -0.673 -0.611 -0.356
C -0.759 -0.105 -1.821
C 0.104 -2.006 -0.401
H -2.509 0.074 0.739
H -1.909 -1.388 1.364
H 2.028 0.151 2.240
H 0.420 -2.333 0.589
H -0.511 -2.858 -0.794
H -0.674 0.952 -1.690
H 0.948 -1.863 -1.110
H 0.266 -0.391 -2.154
H 0.556 -0.670 2.868
H 1.763 1.924 -0.680
H -2.870 -1.445 -0.132
H 2.106 4.918 0.745
H -1.527 -0.477 -2.408
```